# 1
{
  "formula": "C33H57AlCl11N3O14P2S2",
  "method": "ωB97M-V with the def2-TZVPD basis set",
  "homo_energy_ev": -12.6,
  "orbital_gap_ev": 1.43,
  "total_charge": 2,
  "species": ["N", "P", "O", "C", "C", "C", "O", "C", "O", "C", "O", "N", "O", "O", "C", "C", "N", "P", "O", "O", "S", "C", "C", "O", "C", "C", "C", "C", "C", "C", "H", "H", "H", "H", "H", "H", "H", "H", "H", "H", "H", "H", "H", "H", "H", "H", "H", "H", "H", "H", "H", "H", "H", "O", "H", "C", "Cl", "Cl", "H", "H", "O", "S", "O", "O", "C", "C", "C", "H", "H", "H", "H", "H", "H", "H", "H", "C", "Cl", "Cl", "H", "H", "Cl", "C", "C", "Cl", "H", "H", "H", "H", "Al", "C", "C", "C", "C", "C", "C", "H", "H", "H", "H", "H", "H", "C", "Cl", "Cl", "Cl", "H", "C", "C", "C", "O", "H", "H", "H", "H", "H", "H", "H", "H", "C", "Cl", "Cl", "H", "H"],
  "xyz": [[5.92, 1.65, 4.17], [5.74, 0.15, 3.23], [5.07, -0.97, 4.33], [4.43, 0.50, 1.83], [3.82, 1.97, 2.21], [2.49, 2.30, 1.33], [2.63, 3.64, 0.78], [1.46, 3.93, -0.01], [1.62, 4.56, -1.09], [5.11, 0.69, 0.38], [6.29, -0.12, 0.16], [7.05, 0.58, -0.75], [6.51, 0.56, -1.81], [3.31, -0.39, 1.86], [3.66, -1.76, 1.53], [3.41, -2.15, -0.03], [3.74, -3.62, -0.20], [5.15, -3.86, -1.21], [5.18, -5.56, -1.56], [4.96, -3.06, -2.70], [6.79, -3.46, -0.26], [2.74, -2.70, 2.50], [1.35, -3.11, 1.85], [1.26, -4.28, 1.33], [0.02, -2.25, 1.81], [-0.09, -0.70, 1.83], [-1.45, 0.09, 1.74], [-2.78, -0.71, 1.66], [-2.70, -2.27, 1.67], [-1.33, -3.05, 1.75], [6.61, 1.51, 4.93], [6.27, 2.37, 3.51], [4.90, -0.53, 5.20], [4.58, 2.81, 2.10], [3.46, 1.96, 3.31], [1.56, 2.31, 2.00], [2.33, 1.54, 0.48], [0.45, 3.56, 0.38], [4.27, 0.52, -0.40], [5.39, 1.81, 0.26], [4.74, -2.06, 1.75], [4.12, -1.59, -0.75], [2.34, -1.88, -0.36], [2.88, -4.03, -0.63], [4.88, -5.96, -0.70], [5.74, -2.47, -2.78], [2.53, -2.19, 3.50], [3.36, -3.67, 2.68], [0.85, -0.06, 1.90], [-1.42, 1.24, 1.73], [-3.75, -0.10, 1.61], [-3.70, -2.86, 1.63], [-1.37, -4.19, 1.72], [0.81, 6.24, -3.50], [0.94, 5.59, -2.80], [6.58, 3.21, -4.31], [5.59, 3.75, -2.94], [7.89, 4.35, -4.64], [7.02, 2.24, -4.07], [5.95, 3.13, -5.19], [-4.55, 2.66, 1.48], [-4.91, 2.70, 0.08], [-4.41, 1.72, -0.86], [-4.58, 4.18, -0.50], [-3.27, 4.71, -0.32], [-2.29, 4.12, -1.31], [-6.67, 2.79, -0.07], [-2.93, 4.57, 0.71], [-3.34, 5.79, -0.49], [-2.12, 3.06, -1.11], [-1.32, 4.63, -1.25], [-2.67, 4.20, -2.33], [-7.04, 3.56, 0.60], [-7.07, 1.82, 0.22], [-6.92, 3.01, -1.10], [10.18, 6.69, -6.96], [10.20, 7.75, -5.55], [11.80, 6.53, -7.66], [9.83, 5.70, -6.66], [9.51, 7.11, -7.71], [-6.93, 3.74, -3.51], [-6.99, 2.11, -4.22], [-8.14, 1.95, -5.19], [-9.72, 1.98, -4.38], [-7.05, 1.39, -3.40], [-6.04, 1.95, -4.74], [-8.06, 0.99, -5.70], [-8.13, 2.74, -5.95], [-3.26, -1.81, 4.08], [-3.49, -3.88, -1.62], [-3.08, -5.06, -0.99], [-3.79, -6.24, -1.19], [-4.90, -6.24, -2.03], [-5.31, -5.07, -2.66], [-4.60, -3.89, -2.45], [-2.94, -2.96, -1.45], [-2.21, -5.05, -0.34], [-3.48, -7.15, -0.70], [-5.45, -7.17, -2.20], [-6.17, -5.08, -3.32], [-4.92, -2.97, -2.94], [-3.66, 8.56, 1.40], [-3.07, 10.09, 2.07], [-2.72, 8.10, -0.03], [-3.59, 7.28, 2.62], [-4.70, 8.69, 1.10], [1.81, -7.53, 5.08], [0.70, -6.49, 5.00], [-0.52, -7.05, 4.27], [1.18, -5.34, 4.31], [2.14, -7.83, 4.08], [2.68, -7.12, 5.60], [1.48, -8.42, 5.62], [0.41, -6.18, 6.01], [-0.26, -7.32, 3.24], [-1.30, -6.29, 4.20], [-0.92, -7.92, 4.78], [1.44, -5.60, 3.42], [-10.32, 1.08, -0.18], [-8.76, 0.31, 0.19], [-10.09, 2.68, -0.89], [-10.86, 0.45, -0.88], [-10.88, 1.18, 0.75]]
}



# 2
{
  "formula": "C33H57BrN2NiO2Si",
  "method": "ωB97M-V with the def2-TZVPD basis set",
  "homo_energy_ev": [-5.3, -6.6],
  "orbital_gap_ev": [5.33, 6.63],
  "s2": 2.010,
  "total_charge": 0,
  "multiplicity": 3,
  "species": ["O", "O", "C", "C", "H", "H", "H", "H", "H", "C", "C", "H", "H", "H", "H", "H", "C", "C", "C", "H", "H", "H", "H", "H", "C", "H", "H", "H", "H", "H", "H", "N", "C", "C", "C", "C", "H", "H", "H", "C", "H", "H", "H", "N", "C", "C", "C", "C", "H", "C", "H", "C", "H", "C", "C", "C", "C", "C", "C", "H", "C", "H", "C", "H", "C", "C", "Ni", "H", "H", "H", "H", "H", "H", "H", "H", "H", "H", "H", "H", "H", "C", "Si", "H", "H", "C", "C", "C", "H", "H", "H", "H", "H", "H", "H", "H", "H", "Br"],
  "xyz": [[1.49, -2.39, -1.72], [0.65, -1.00, -3.38], [2.94, -2.68, -1.29], [3.06, -2.48, 0.20], [3.52, -1.97, -1.87], [3.14, -3.71, -1.63], [2.50, -1.60, 0.55], [4.10, -2.34, 0.50], [2.71, -3.35, 0.74], [0.44, -3.40, -1.32], [-0.02, -4.09, -2.56], [-0.36, -2.79, -0.88], [0.89, -4.03, -0.56], [-0.37, -3.40, -3.33], [-0.83, -4.77, -2.31], [0.79, -4.69, -2.99], [-0.60, -0.55, -3.97], [1.73, -0.81, -4.33], [-1.73, -0.78, -3.01], [-0.77, -1.09, -4.92], [-0.51, 0.52, -4.19], [-1.71, -1.77, -2.54], [-2.69, -0.69, -3.53], [-1.74, -0.03, -2.21], [1.90, -2.09, -5.10], [2.61, -0.56, -3.74], [1.49, 0.06, -4.97], [1.94, -2.95, -4.45], [2.79, -2.04, -5.73], [1.02, -2.22, -5.74], [1.29, -2.12, -2.67], [-0.57, -0.17, 3.04], [-1.54, 0.18, 3.88], [-2.22, 1.40, 3.76], [-2.31, 2.23, 2.63], [-1.93, -0.77, 4.97], [-1.07, -1.05, 5.59], [-2.39, -1.68, 4.55], [-2.67, -0.25, 5.59], [-3.41, 3.26, 2.59], [-4.18, 3.01, 1.84], [-3.03, 4.26, 2.35], [-3.88, 3.29, 3.57], [-1.50, 2.11, 1.57], [0.00, -1.49, 3.05], [1.10, -1.77, 3.88], [1.56, -0.78, 4.90], [1.72, -3.01, 3.79], [2.61, -3.19, 4.39], [1.19, -4.01, 2.96], [1.68, -4.97, 2.90], [0.03, -3.76, 2.23], [-0.41, -4.54, 1.61], [-0.57, -2.50, 2.25], [-1.86, -2.27, 1.52], [-1.80, 2.84, 0.37], [-1.26, 4.14, 0.17], [-0.58, 4.87, 1.28], [-1.41, 4.75, -1.07], [-0.95, 5.73, -1.23], [-2.13, 4.14, -2.09], [-2.21, 4.60, -3.07], [-2.78, 2.92, -1.85], [-3.40, 2.45, -2.61], [-2.66, 2.30, -0.60], [-3.44, 1.05, -0.32], [0.06, 0.95, 1.72], [1.55, 0.25, 4.50], [2.60, -1.01, 5.16], [0.96, -0.80, 5.82], [-1.89, -1.28, 1.04], [-2.74, -2.35, 2.17], [-1.97, -3.02, 0.72], [0.19, 5.54, 0.88], [-0.12, 4.19, 2.01], [-1.29, 5.51, 1.83], [-4.07, 1.14, 0.59], [-2.79, 0.18, -0.18], [-4.12, 0.83, -1.16], [-2.89, 1.65, 4.58], [0.50, 0.82, 0.03], [1.83, 1.73, -0.90], [-0.42, 0.79, -0.60], [0.93, -0.22, -0.01], [3.44, 0.84, -1.21], [2.20, 3.30, -0.02], [1.12, 2.28, -2.55], [1.26, 3.37, -2.60], [0.05, 2.08, -2.67], [1.66, 1.83, -3.39], [3.82, 0.29, -0.34], [4.17, 1.64, -1.45], [3.41, 0.16, -2.08], [2.91, 3.13, 0.80], [1.28, 3.73, 0.38], [2.63, 3.97, -0.78], [2.32, 0.91, 2.27]]
}



| no. | electronic energy (eV) |
| --- | --- |
| 1 | -252841.753 |
| 2 | -161182.456 |